C31H46N2O5S2Si2Ta | ωB97M-V/def2-TZVPD

Cartesian coordinates (Å):
Ta  0.75  -0.65  0.06
C  -5.31  -1.00  1.68
C  -5.43  -1.34  0.35
C  -4.31  -1.37  -0.46
C  -3.05  -1.08  0.05
C  -2.94  -0.76  1.40
C  -4.06  -0.71  2.21
Si  -1.61  -1.06  -1.17
C  -2.03  0.21  -2.52
C  -2.25  -0.19  -3.84
C  -2.64  0.71  -4.80
C  -2.85  2.04  -4.47
C  -2.65  2.45  -3.16
C  -2.24  1.55  -2.20
H  -6.19  -0.96  2.32
H  -6.40  -1.56  -0.07
H  -4.42  -1.62  -1.51
H  -1.97  -0.54  1.84
H  -3.96  -0.44  3.25
H  -1.51  -2.39  -1.83
H  -2.12  -1.23  -4.11
H  -2.80  0.38  -5.82
H  -3.19  2.74  -5.21
H  -2.84  3.48  -2.89
H  -2.09  1.89  -1.18
C  0.74  -4.31  2.10
C  0.81  -3.04  1.31
O  0.97  -3.05  0.06
O  0.69  -1.92  1.88
H  1.55  -4.98  1.82
H  -0.20  -4.80  1.88
H  0.78  -4.07  3.16
C  3.65  2.17  5.05
C  3.35  1.91  3.62
C  4.36  1.72  2.67
C  3.96  1.31  1.41
N  2.69  1.11  1.09
C  1.79  1.42  2.04
S  0.13  1.25  1.55
N  2.07  1.79  3.27
H  4.52  2.81  5.17
H  3.88  1.21  5.53
H  2.79  2.60  5.54
H  5.39  1.85  2.93
H  4.68  1.11  0.63
C  0.51  -2.54  -4.87
C  1.47  -3.50  -4.18
C  0.78  -4.26  -3.05
C  2.12  -4.46  -5.17
O  2.55  -2.77  -3.57
Si  3.08  -1.29  -3.34
S  1.53  -0.23  -2.04
O  4.44  -1.30  -2.51
C  5.10  -2.13  -1.55
C  5.11  -1.38  -0.23
C  4.41  -3.48  -1.39
C  6.54  -2.31  -2.06
O  3.12  -0.33  -4.61
C  3.21  1.08  -4.90
C  4.10  1.20  -6.13
C  3.80  1.84  -3.71
C  1.80  1.59  -5.19
H  -0.34  -3.08  -5.28
H  1.03  -2.05  -5.69
H  0.17  -1.79  -4.17
H  -0.09  -4.79  -3.43
H  0.48  -3.58  -2.26
H  1.45  -5.00  -2.62
H  1.37  -5.11  -5.60
H  2.86  -5.07  -4.66
H  2.62  -3.90  -5.95
H  4.09  -1.21  0.12
H  5.60  -0.42  -0.38
H  5.66  -1.94  0.53
H  3.38  -3.34  -1.06
H  4.94  -4.08  -0.64
H  4.41  -4.01  -2.33
H  7.01  -1.34  -2.19
H  6.53  -2.83  -3.01
H  7.11  -2.90  -1.35
H  5.10  0.82  -5.91
H  4.17  2.23  -6.44
H  3.68  0.61  -6.94
H  4.72  1.36  -3.39
H  3.10  1.84  -2.88
H  4.03  2.86  -3.99
H  1.36  1.05  -6.02
H  1.85  2.65  -5.44
H  1.16  1.45  -4.31

Calculated values
lowest unoccupied orbital energy = -4.6 eV
multiplicity = 1
ΔE to the lowest compared entry with this formula, charge and spin = 252.8 kJ/mol
DFT total energy = -3127.0016 hartree
orbital gap = 6.693 eV
charge = +1